1.
{
  "formula": "C37H61BCuN7OPS",
  "method": "ωB97M-V with the def2-TZVPD basis set",
  "e_lumo_ev": [0.248, -0.081],
  "spin_multiplicity": 2,
  "charge": 0,
  "homo_lumo_gap_ev": [7.72, 7.47],
  "elements": ["Cu", "B", "N", "C", "C", "C", "N", "N", "C", "C", "C", "N", "H", "H", "H", "H", "H", "H", "H", "H", "O", "P", "C", "C", "C", "C", "C", "C", "C", "C", "C", "C", "C", "C", "C", "C", "C", "C", "C", "C", "H", "H", "H", "H", "H", "H", "H", "H", "H", "H", "H", "H", "H", "H", "H", "H", "H", "H", "H", "H", "H", "H", "H", "H", "H", "H", "H", "H", "H", "H", "H", "H", "H", "C", "N", "C", "C", "C", "C", "C", "C", "C", "C", "H", "H", "H", "H", "H", "H", "H", "H", "H", "H", "H", "H", "S", "C", "N", "C", "C", "C", "N", "H", "H", "H", "H", "H", "H", "H", "H"],
  "coordinates": [[0.02, 0.83, -1.78], [2.39, 3.32, -2.16], [2.82, 1.87, -1.77], [4.09, 1.50, -1.59], [4.12, 0.14, -1.31], [2.78, -0.24, -1.33], [2.01, 0.81, -1.61], [0.94, 3.64, -1.67], [0.50, 4.88, -1.42], [-0.87, 4.85, -1.22], [-1.19, 3.50, -1.38], [-0.10, 2.79, -1.65], [2.45, 3.45, -3.37], [3.13, 4.08, -1.59], [4.88, 2.22, -1.67], [4.98, -0.48, -1.12], [2.32, -1.20, -1.17], [1.20, 5.71, -1.41], [-1.52, 5.67, -1.00], [-2.15, 3.01, -1.30], [0.01, 0.32, 0.46], [0.43, 0.13, 1.89], [-0.60, 1.03, 3.11], [-2.11, 0.95, 2.81], [-2.58, 1.91, 1.72], [-2.19, 3.34, 2.04], [-0.68, 3.42, 2.19], [-0.20, 2.51, 3.30], [0.51, -1.69, 2.29], [0.23, -2.13, 3.74], [-1.22, -2.48, 4.05], [-1.80, -3.44, 3.01], [-1.68, -2.85, 1.61], [-0.23, -2.56, 1.26], [2.18, 0.62, 2.10], [2.72, 0.57, 3.53], [4.23, 0.83, 3.54], [4.63, 2.08, 2.72], [3.41, 2.86, 2.22], [2.51, 1.96, 1.38], [-0.40, 0.51, 4.05], [-2.64, 1.20, 3.74], [-2.40, -0.07, 2.55], [-3.66, 1.81, 1.60], [-2.13, 1.62, 0.77], [-2.67, 3.66, 2.97], [-2.53, 4.02, 1.25], [-0.35, 4.45, 2.39], [-0.22, 3.12, 1.24], [-0.64, 2.84, 4.25], [0.88, 2.60, 3.42], [1.57, -1.86, 2.12], [0.59, -1.38, 4.45], [0.84, -3.03, 3.93], [-1.83, -1.57, 4.07], [-1.29, -2.91, 5.05], [-2.83, -3.68, 3.25], [-1.23, -4.38, 3.05], [-2.26, -1.92, 1.55], [-2.11, -3.53, 0.87], [-0.16, -2.10, 0.27], [0.31, -3.52, 1.19], [2.68, -0.18, 1.54], [2.52, -0.41, 3.97], [2.21, 1.30, 4.16], [4.73, -0.05, 3.14], [4.56, 0.93, 4.58], [5.22, 1.77, 1.85], [5.27, 2.73, 3.32], [3.74, 3.70, 1.62], [2.87, 3.28, 3.07], [3.03, 1.73, 0.45], [1.61, 2.49, 1.08], [-0.50, 0.07, -5.23], [-1.51, 1.07, -5.52], [-2.62, 0.49, -6.25], [-1.91, 1.83, -4.34], [-2.59, 1.02, -3.26], [-3.97, 0.79, -3.34], [-4.61, -0.06, -2.46], [-3.88, -0.70, -1.47], [-2.52, -0.45, -1.36], [-1.85, 0.42, -2.23], [-0.09, -0.31, -6.17], [-0.88, -0.78, -4.64], [0.32, 0.53, -4.66], [-2.24, 0.06, -7.18], [-3.34, 1.27, -6.51], [-3.15, -0.30, -5.70], [-2.58, 2.63, -4.69], [-1.01, 2.30, -3.95], [-4.54, 1.29, -4.12], [-5.68, -0.21, -2.54], [-4.36, -1.38, -0.78], [-1.96, -0.93, -0.57], [0.15, -2.38, -2.53], [0.15, -3.90, -1.82], [1.29, -4.54, -1.50], [1.35, -5.93, -1.06], [0.11, -6.23, -0.23], [-1.12, -5.88, -1.04], [-1.01, -4.50, -1.48], [2.12, -4.11, -1.86], [2.25, -6.06, -0.46], [1.40, -6.61, -1.91], [0.12, -5.63, 0.69], [0.09, -7.29, 0.05], [-2.03, -5.97, -0.44], [-1.22, -6.55, -1.90], [-1.83, -4.00, -1.79]]
}

---

2.
{
  "formula": "C37H61BrF16N2O6P",
  "method": "ωB97M-V with the def2-TZVPD basis set",
  "e_lumo_ev": 1.938,
  "charge": -1,
  "homo_lumo_gap_ev": 6.62,
  "elements": ["C", "C", "C", "O", "P", "C", "C", "C", "C", "C", "C", "N", "C", "C", "C", "C", "O", "C", "C", "O", "C", "Br", "C", "C", "O", "C", "C", "C", "N", "C", "C", "C", "C", "C", "C", "H", "H", "H", "H", "H", "H", "H", "H", "H", "H", "H", "H", "H", "H", "H", "H", "H", "H", "H", "H", "H", "H", "H", "H", "H", "H", "H", "H", "H", "H", "H", "H", "H", "H", "H", "H", "H", "H", "H", "H", "H", "H", "H", "H", "H", "H", "H", "H", "H", "H", "H", "H", "H", "C", "C", "C", "F", "F", "F", "F", "O", "C", "C", "F", "F", "F", "F", "H", "H", "H", "H", "C", "C", "C", "F", "F", "F", "F", "O", "C", "C", "F", "F", "F", "F", "H", "H", "H", "H"],
  "coordinates": [[0.98, 3.65, 6.21], [0.29, 3.00, 5.43], [-0.48, 2.14, 4.53], [-1.39, 2.76, 3.68], [-1.03, 2.66, 1.93], [0.45, 3.88, 2.09], [-0.64, 2.58, 0.06], [0.55, 1.66, -0.31], [0.19, 0.16, -0.42], [0.45, -0.39, -1.83], [-0.71, -0.11, -2.80], [-0.63, 1.16, -3.52], [-2.30, 1.19, 1.89], [-3.55, 1.29, 1.03], [-4.54, 0.08, 1.22], [-3.94, -1.15, 1.89], [-4.00, -1.08, 3.35], [-5.16, -1.65, 3.78], [-5.03, -3.07, 4.29], [-6.22, -1.07, 3.81], [-2.36, 4.09, 1.88], [-3.09, 4.58, 0.11], [-1.94, 5.39, 2.55], [-3.19, 6.24, 2.88], [0.18, 1.40, 2.34], [0.32, 1.06, 3.68], [-0.22, -0.31, 4.13], [-0.01, -1.46, 3.15], [0.95, -2.49, 3.66], [1.83, 1.21, 3.93], [2.67, 0.19, 3.15], [4.00, 0.74, 2.66], [4.89, -0.42, 2.17], [4.28, -1.21, 1.00], [5.06, -1.03, -0.31], [1.69, 4.11, 6.83], [-1.14, 1.61, 5.23], [0.46, 4.70, 1.37], [1.37, 3.33, 1.92], [0.57, 4.32, 3.08], [-1.48, 2.17, -0.50], [-0.36, 3.55, -0.31], [1.45, 1.84, 0.27], [0.81, 1.96, -1.33], [-0.86, -0.01, -0.20], [0.82, -0.38, 0.27], [1.38, 0.02, -2.22], [0.55, -1.47, -1.77], [-1.62, -0.09, -2.19], [-0.83, -0.93, -3.50], [-0.92, 1.91, -2.90], [0.33, 1.36, -3.77], [-1.73, 0.32, 1.59], [-2.61, 0.99, 2.90], [-4.16, 2.16, 1.23], [-3.36, 1.32, -0.04], [-5.37, 0.41, 1.82], [-4.94, -0.25, 0.26], [-2.94, -1.40, 1.56], [-4.57, -2.00, 1.61], [-5.40, -3.11, 5.30], [-4.00, -3.40, 4.30], [-5.64, -3.74, 3.70], [-3.18, 3.70, 2.46], [-1.32, 6.01, 1.92], [-1.43, 5.23, 3.49], [-4.03, 5.60, 3.14], [-3.02, 6.87, 3.75], [-3.48, 6.89, 2.06], [-1.29, -0.24, 4.29], [0.21, -0.50, 5.11], [-0.96, -1.98, 3.01], [0.35, -1.14, 2.18], [1.12, -2.33, 4.65], [0.52, -3.41, 3.63], [2.17, 2.21, 3.69], [2.01, 1.07, 5.00], [2.09, -0.08, 2.27], [2.81, -0.73, 3.70], [4.53, 1.21, 3.48], [3.90, 1.42, 1.81], [5.09, -1.09, 3.00], [5.85, -0.04, 1.83], [4.34, -2.27, 1.23], [3.25, -0.98, 0.80], [5.19, 0.04, -0.48], [6.00, -1.57, -0.32], [4.43, -1.40, -1.12], [3.51, 1.60, -6.57], [2.92, 1.87, -5.17], [3.55, 2.97, -4.31], [4.84, 2.74, -4.03], [2.89, 3.04, -3.14], [2.85, 0.71, -4.49], [1.63, 2.28, -5.39], [4.42, 0.51, -6.75], [5.78, 0.62, -6.52], [6.25, -0.27, -5.36], [5.59, 0.00, -4.23], [7.57, -0.05, -5.14], [6.16, 1.90, -6.38], [6.39, 0.16, -7.64], [2.66, 1.31, -7.18], [3.89, 2.51, -7.03], [3.47, 3.94, -4.81], [6.09, -1.32, -5.61], [-3.93, -5.05, -2.95], [-2.65, -4.44, -2.34], [-1.66, -3.74, -3.27], [-1.16, -4.56, -4.22], [-0.61, -3.29, -2.54], [-2.03, -5.38, -1.60], [-3.07, -3.48, -1.47], [-3.99, -6.45, -3.23], [-3.53, -7.00, -4.40], [-2.34, -7.94, -4.18], [-1.32, -7.33, -3.55], [-1.88, -8.38, -5.38], [-3.27, -6.06, -5.33], [-4.53, -7.76, -4.89], [-4.68, -4.92, -2.17], [-4.29, -4.46, -3.79], [-2.12, -2.88, -3.76], [-2.65, -8.80, -3.58]]
}

---

What electronic energy values result from the calculations? In sequence: -4309.985034 -6520.536089 Eh.